1.
Here is a molecular structure, C28H41F5N4OP2SiTi from the Open Molecules 2025 dataset. Energies are from the ωB97M-V functional and the def2-TZVPD basis.

The geometry in XYZ format:
```
83
Properties=species:S:1:pos:R:3:forces:R:3:mulliken_charge:R:1
Ti 0.238517 -0.087187 0.151941 -0.73 0.12 -0.01 -1.02
C -3.343538 -1.858754 -0.160574 0.04 0.02 0.00 -1.50
P -1.913863 -1.335797 -1.180887 0.07 -0.14 0.05 1.02
C -2.768968 -0.431348 -2.514670 0.04 0.06 0.04 -1.86
C -1.331536 -2.874286 -1.941327 0.06 0.06 0.02 0.87
C -1.965475 -3.454452 -3.035855 -0.02 0.00 0.01 -1.08
C -1.470795 -4.629611 -3.581159 0.01 0.00 -0.01 -0.87
C -0.347003 -5.231718 -3.033301 0.00 0.00 0.02 -0.91
C 0.288993 -4.661075 -1.940183 -0.02 0.02 -0.01 -1.12
C -0.194965 -3.477611 -1.392657 -0.02 0.03 -0.03 0.47
P 0.576984 -2.679310 0.042338 0.24 0.00 -0.08 2.18
C 2.315190 -3.193374 0.039996 -0.01 0.02 -0.02 -1.67
C -0.126545 -3.598196 1.448064 0.01 0.01 -0.02 -0.98
H -4.024316 -2.451731 -0.772110 0.01 0.00 -0.01 0.51
H -3.892619 -0.987392 0.203879 -0.01 -0.01 -0.01 0.46
H -3.035741 -2.473972 0.684630 0.01 -0.01 0.03 0.38
H -3.699617 -0.940481 -2.766436 0.00 -0.01 0.02 0.66
H -2.144925 -0.369986 -3.403497 0.00 -0.01 0.00 0.53
H -3.011195 0.580056 -2.187071 0.00 0.00 -0.03 0.32
H -2.841186 -2.994111 -3.475761 0.00 0.00 0.00 0.44
H -1.959820 -5.073563 -4.437471 -0.01 0.00 0.00 0.46
H 0.039953 -6.146572 -3.460887 0.00 0.00 -0.01 0.46
H 1.168353 -5.141556 -1.532526 0.01 0.00 0.00 0.41
H 2.401728 -4.276992 0.114442 -0.01 0.00 0.00 0.68
H 2.819306 -2.749216 0.898540 0.01 -0.01 0.00 0.30
H 2.799031 -2.848948 -0.873557 0.01 -0.01 0.00 0.31
H 0.025372 -4.665669 1.282440 0.01 0.00 -0.01 0.60
H -1.196324 -3.420208 1.542045 -0.02 0.01 -0.01 0.14
H 0.366730 -3.302452 2.371016 0.00 -0.01 0.00 0.05
N -1.543497 0.313636 1.363500 0.01 0.05 0.05 -0.35
C -2.425692 1.445440 0.954895 0.01 0.09 0.02 -0.18
C -1.794688 2.775324 1.332757 0.04 -0.03 -0.03 -1.12
C -0.511790 3.081532 0.580187 -0.06 0.01 0.01 -0.40
N 0.539808 2.070967 0.856215 0.13 -0.03 -0.06 -0.33
H -2.099536 -0.534142 1.442280 0.01 0.01 0.04 0.35
H -1.221491 0.493646 2.310854 0.01 0.02 0.01 -0.19
H -3.394870 1.345310 1.445579 0.00 -0.02 -0.01 0.49
H -2.582620 1.393840 -0.123957 0.01 0.00 0.01 0.02
H -1.617885 2.800511 2.414730 -0.01 0.00 0.00 0.36
H -2.513361 3.568834 1.126247 0.00 0.00 0.00 0.48
H -0.154718 4.075214 0.854535 0.01 -0.01 0.00 0.50
H -0.694613 3.077443 -0.493637 0.02 0.00 0.00 0.04
H 0.791419 2.088637 1.843001 -0.01 0.00 0.00 0.21
H 1.379247 2.347367 0.352607 0.00 -0.01 0.03 0.29
C 3.383561 0.605325 -1.976951 0.00 0.00 0.01 -1.11
C 3.469372 0.273258 -0.522565 -0.02 0.05 0.02 0.34
C 4.680033 0.304525 0.128144 0.02 -0.02 0.05 -1.01
C 4.742724 0.037974 1.498680 0.00 0.01 -0.04 -1.06
C 3.600366 -0.243163 2.205169 0.02 0.03 0.05 -0.83
C 2.383083 -0.274887 1.509229 0.00 -0.02 -0.08 0.48
N 2.341267 -0.045272 0.168543 0.16 -0.03 0.10 1.68
N 1.125227 -0.495297 1.987679 0.02 -0.09 -0.01 0.81
Si 0.859169 -0.708964 3.736894 -0.09 -0.05 0.03 0.25
C 1.160242 0.927491 4.579750 0.01 0.02 -0.02 -1.32
C -0.925451 -1.194957 4.066531 0.00 0.04 -0.01 -1.24
C 1.942533 -2.061628 4.433503 0.04 0.00 0.02 -1.28
H 4.325698 1.027291 -2.317197 0.00 0.01 0.01 0.62
H 2.593592 1.330277 -2.169163 -0.01 -0.01 -0.01 0.07
H 3.184584 -0.288066 -2.565723 0.01 0.00 -0.02 0.09
H 5.574197 0.548338 -0.426041 0.00 0.00 -0.01 0.56
H 5.696505 0.072585 2.008970 0.00 0.00 0.00 0.50
H 3.634443 -0.420784 3.267773 0.00 0.02 -0.03 0.38
H 0.401846 1.665842 4.299647 0.00 0.01 0.00 0.31
H 2.140845 1.352225 4.358486 0.02 0.00 0.00 0.40
H 1.093584 0.811023 5.663905 0.00 0.01 0.00 0.42
H -1.623735 -0.355193 4.107982 -0.01 0.00 -0.02 0.43
H -0.941179 -1.623716 5.071816 0.00 -0.01 0.00 0.48
H -1.327104 -1.960500 3.401094 -0.01 0.02 -0.01 0.39
H 2.957478 -1.736566 4.660323 -0.02 -0.02 0.03 0.42
H 2.019519 -2.934078 3.781932 0.01 -0.01 -0.01 0.37
H 1.507055 -2.401110 5.376241 -0.01 -0.01 0.00 0.47
F -0.012427 0.604793 -6.900096 -0.01 -0.01 0.01 -0.29
C 0.037605 0.663370 -5.581880 0.02 0.01 -0.04 0.63
C 0.601572 -0.376500 -4.858816 -0.02 0.01 -0.03 0.20
F 1.090899 -1.439399 -5.479203 0.01 -0.02 0.00 -0.31
C 0.648445 -0.296524 -3.480912 -0.04 0.01 0.13 0.14
F 1.187486 -1.307231 -2.776358 -0.02 -0.09 -0.01 -0.32
C 0.145550 0.797166 -2.785655 -0.05 0.00 -0.10 -0.50
O 0.147050 0.846069 -1.446199 0.14 -0.16 -0.09 0.79
C -0.407497 1.830633 -3.533112 0.02 0.03 0.08 -0.13
F -0.927681 2.881481 -2.892474 -0.02 0.02 0.00 -0.36
C -0.466548 1.770654 -4.913429 0.00 0.01 -0.04 0.39
F -1.010482 2.761635 -5.596953 -0.01 0.02 0.00 -0.29
```
Forces are in eV/Å.

The total charge is +2. As for the lowest unoccupied orbital energy: -0.24369 Eh. The value obtained for the relative energy (zero: lowest compared OMol25 entry of this formula, charge and spin) is 0.111 eV. The spin multiplicity is 1. The total energy is -3706.50992 Ha.

---

2.
Here is a single C7H6 molecule at a distorted geometry from the Open Molecules 2025 dataset. Energies are from the ωB97M-V functional and the def2-TZVPD basis.

The geometry in XYZ format:
```
13
Properties=species:S:1:pos:R:3:forces:R:3:mulliken_charge:R:1
C -3.024375 -0.022122 -0.013192 0.52 0.39 0.02 -0.05
C -1.806828 0.084194 0.041988 -1.55 -0.48 -0.53 -0.45
C -0.361237 0.023413 -0.023987 -0.10 0.09 0.68 0.43
C 0.368940 -1.120796 0.016829 -0.05 0.29 -0.27 -0.58
C 1.819821 -0.734612 -0.005325 0.90 -2.13 0.48 -0.31
C 1.824683 0.746936 -0.060201 1.18 0.35 -0.17 -0.40
C 0.573761 1.202951 -0.006451 -0.75 -0.24 0.24 -0.66
H -4.135547 -0.051410 -0.086469 1.76 0.03 0.19 0.37
H 0.014820 -2.167720 -0.000368 0.13 0.93 0.08 0.38
H 2.386773 -1.400666 -0.734667 -0.49 1.30 0.44 0.31
H 2.320582 -1.027321 0.972749 -0.61 0.25 -0.76 0.24
H 2.768013 1.326544 -0.014923 -0.90 -0.33 -0.05 0.37
H 0.276773 2.240780 0.165712 -0.03 -0.45 -0.36 0.37
```
Forces are in eV/Å.

The total charge is 0. As for the lowest unoccupied orbital energy: 0.03351 Eh. Its SMILES is C#CC1=CCC=C1. The value obtained for the relative energy (zero: lowest compared OMol25 entry of this formula, charge and spin) is 0.361 eV. The spin multiplicity is 1. The total energy is -270.22285 Ha.

---

3.
Here is a single C3H4N2 molecule at a distorted geometry from the Open Molecules 2025 dataset. Energies are from the ωB97M-V functional and the def2-TZVPD basis.

The geometry in XYZ format:
```
9
Properties=species:S:1:pos:R:3:forces:R:3:mulliken_charge:R:1
C 0.803423 1.876746 -0.478774 1.24 0.13 -2.06 -0.25
C 0.559764 0.510387 -0.855757 -0.09 -0.17 -1.56 0.77
C -0.144267 -0.598608 -0.271787 -0.48 -0.74 3.95 -1.15
N 1.426590 2.368805 -1.470222 0.01 -0.11 -0.29 -0.34
N 0.967684 0.438280 -2.072806 0.27 0.27 0.63 -0.43
H 0.619442 2.511434 0.304285 -0.79 1.09 2.44 0.44
H -1.210218 -0.537736 -0.257235 -0.79 0.19 -0.63 0.27
H 0.042145 -0.872467 0.808969 0.23 1.37 -0.47 0.32
H 0.200330 -1.511788 -0.593928 0.41 -2.03 -2.02 0.37
```
Forces are in eV/Å.

The total charge is 0. As for the lowest unoccupied orbital energy (alpha / beta): 0.00038 / 0.00111 Eh. The value obtained for the relative energy (zero: lowest compared OMol25 entry of this formula, charge and spin) is 5.047 eV. The spin multiplicity is 1. The total energy is -226.03972 Ha.

---

4.
Here is 5 unconnected molecules or ions with the total composition C2H15N2O4 at a distorted geometry from the Open Molecules 2025 dataset. Energies are from the ωB97M-V functional and the def2-TZVPD basis.

The geometry in XYZ format:
```
23
Properties=species:S:1:pos:R:3:forces:R:3:mulliken_charge:R:1
C -1.171674 -0.903670 2.511240 -0.39 -0.18 0.31 -0.86
N -0.199338 0.021535 -0.885267 0.58 0.38 0.10 -0.15
C -0.751060 -0.578736 0.130692 -0.40 -0.17 0.04 0.16
N -0.665720 -0.162615 1.366454 1.04 -0.32 0.20 -0.03
H -0.537358 -1.710809 2.882446 0.26 0.04 -0.48 0.32
H -2.139900 -1.314208 2.229998 -0.05 0.01 0.28 0.36
H -1.271979 -0.221629 3.352202 -0.29 0.12 -0.17 0.30
H 0.370858 0.833266 -0.691462 -0.07 0.11 -0.09 0.19
H -0.413073 -0.209171 -1.850046 -0.23 -0.29 0.11 0.26
H -1.328885 -1.477563 -0.048164 -0.15 0.08 -0.11 0.32
H -0.003464 0.585499 1.552270 -0.41 0.09 -0.09 0.17
H 0.966526 -1.547943 -4.992956 -0.26 -0.34 0.13 0.32
H 1.640374 -0.350282 -4.464824 -0.04 0.10 0.35 0.32
O 1.007296 -1.024835 -4.184502 0.25 0.29 -0.41 -0.63
H 3.470849 0.585510 3.841010 -0.17 0.04 0.13 0.31
H 3.507685 0.763707 2.347197 -0.01 0.00 -0.06 0.32
O 2.897860 0.785115 3.092015 0.08 -0.01 -0.19 -0.63
H 0.423267 3.226480 0.343439 -0.17 0.06 0.02 0.31
H 1.026013 2.607656 1.591241 0.00 0.07 0.11 0.33
O 0.304478 2.493562 0.958615 0.44 -0.01 -0.09 -0.67
H -2.763371 -1.271893 -2.535665 -0.09 0.05 -0.01 0.32
H -2.162453 -0.600479 -3.753479 0.09 0.10 0.01 0.33
O -2.206933 -0.528497 -2.792454 -0.01 -0.24 -0.09 -0.67
```
Forces are in eV/Å.

The total charge is +1. As for the lowest unoccupied orbital energy: -0.09110 Eh. The value obtained for the relative energy (zero: lowest compared OMol25 entry of this formula, charge and spin) is 0.236 eV. The spin multiplicity is 1. The total energy is -495.46354 Ha.